1.
{
  "formula": "C4H5NO3",
  "method": "ωB97M-V with the def2-TZVPD basis set",
  "homo_lumo_gap_ev": 9.85,
  "energy_ha": -435.7468,
  "species": ["C", "C", "C", "C", "H", "H", "H", "H", "H", "N", "O", "O", "O"],
  "positions_angstrom": [[-1.75890, -0.07753, -0.21342], [-0.30631, -0.05061, 0.42645], [0.83892, -0.30393, -0.38014], [2.05736, 0.50003, -0.01872], [-2.04278, 1.86619, 0.13361], [-0.27911, 0.65757, 1.32250], [-0.07110, -1.89342, 0.08308], [0.82017, -0.67142, -1.35273], [1.74540, 1.11727, 1.19326], [0.44653, -1.24499, 0.68914], [-2.49884, 1.07247, -0.30916], [-2.10356, -1.12011, -0.76718], [3.15221, 0.14848, -0.80668]],
  "forces_ev_per_angstrom": [[1.12, -2.00, -1.45], [-4.14, 2.47, 2.28], [2.22, 1.80, 1.14], [4.90, -3.13, -2.50], [-0.80, -1.87, -0.85], [0.27, -0.57, -1.48], [0.20, -0.89, 0.72], [-0.29, -0.32, -1.60], [2.10, -1.35, -3.70], [-0.86, -0.53, -1.00], [1.64, 0.37, 1.22], [0.21, 2.41, 1.33], [-6.58, 3.60, 5.89]]
}

2.
{
  "formula": "C3F4NO4",
  "method": "ωB97M-V with the def2-TZVPD basis set",
  "homo_lumo_gap_ev": [4.73, 7.68],
  "energy_ha": -869.3354,
  "total_charge": -1,
  "species": ["C", "C", "C", "N", "O", "O", "O", "O", "F", "F", "F", "F"],
  "positions_angstrom": [[2.14242, 2.26808, -0.07269], [0.32928, -1.38330, 0.96878], [-2.49099, 0.39536, -0.03517], [0.80184, -2.22659, -0.05870], [3.16619, 1.77160, 0.14719], [0.43293, -3.43010, 0.04838], [1.17472, 2.80878, -0.33746], [1.28836, -1.76151, -1.09003], [0.68095, -0.15306, 0.66699], [-3.31048, 0.74916, 1.03196], [-2.37229, 1.61435, -0.71775], [-3.20396, -0.51783, -0.75998]],
  "forces_ev_per_angstrom": [[1.83, -0.94, 0.11], [-0.65, -1.43, 1.21], [-3.33, 1.98, -0.18], [-2.02, -0.27, 0.19], [0.06, -0.09, 0.21], [0.72, 0.22, 0.01], [-1.90, 0.94, -0.32], [1.07, 0.12, -0.92], [0.77, 1.63, -0.57], [1.60, -1.00, -1.01], [0.35, -2.53, 0.56], [1.50, 1.37, 0.70]]
}

3.
{
  "formula": "C4H5NO",
  "method": "ωB97M-V with the def2-TZVPD basis set",
  "homo_lumo_gap_ev": 10.10,
  "energy_ha": -285.2855,
  "smiles": "O=c1cc1.C=N",
  "species": ["O", "C", "C", "C", "H", "H", "C", "N", "H", "H", "H"],
  "positions_angstrom": [[1.84513, -0.52652, -0.81539], [1.52325, 0.46470, -0.19930], [0.57300, 1.47457, 0.09856], [1.74631, 1.52022, 0.73942], [-0.42284, 1.88406, -0.03152], [2.31466, 2.02923, 1.50486], [-1.86992, -1.22715, -0.34093], [-0.81170, -1.28842, 0.35484], [-2.63411, -0.49653, -0.06923], [-2.09629, -1.84937, -1.21676], [-0.16748, -1.98479, -0.02456]],
  "forces_ev_per_angstrom": [[0.04, 0.45, 0.41], [0.02, -0.12, -0.33], [-0.26, -0.17, -0.15], [0.05, -0.26, -0.04], [0.27, 0.09, 0.14], [-0.02, 0.02, -0.05], [0.19, 0.02, 0.18], [-0.47, -0.09, -0.38], [0.01, -0.06, 0.03], [0.17, 0.06, 0.15], [0.00, 0.07, 0.06]]
}

4.
{
  "formula": "C13H31Br4NP2",
  "method": "ωB97M-V with the def2-TZVPD basis set",
  "homo_lumo_gap_ev": 8.88,
  "energy_ha": -11547.3950,
  "smiles": "CCCCCCCCP(C)[PH2]=N.BrCCBr.BrCCBr",
  "species": ["C", "C", "C", "C", "C", "C", "C", "C", "P", "C", "P", "N", "H", "H", "H", "H", "H", "H", "H", "H", "H", "H", "H", "H", "H", "H", "H", "H", "H", "H", "H", "H", "H", "H", "H", "Br", "C", "C", "Br", "H", "H", "H", "H", "Br", "C", "C", "Br", "H", "H", "H", "H"],
  "positions_angstrom": [[2.13906, 0.24851, 1.35126], [1.66248, 0.87249, 0.03615], [2.26555, 2.24109, -0.24089], [1.69661, 3.30031, 0.68270], [0.32088, 3.82561, 0.27207], [-0.69904, 3.79768, 1.40775], [-1.62612, 2.58391, 1.44421], [-2.67522, 2.66267, 0.32405], [-3.31654, 1.16606, -0.55351], [-5.04758, 1.15903, 0.02867], [-2.70730, -0.55997, 0.64820], [-3.18603, -0.72956, 2.14158], [2.59979, -0.71502, 1.19942], [2.86421, 0.89105, 1.84565], [1.31877, 0.11315, 2.05114], [0.58102, 1.00964, 0.08625], [1.83933, 0.20502, -0.80127], [2.04996, 2.51239, -1.27397], [3.34642, 2.19235, -0.11886], [2.39780, 4.12947, 0.74531], [1.63598, 2.89059, 1.69140], [-0.05003, 3.27875, -0.59537], [0.43119, 4.85680, -0.05484], [-1.33969, 4.67521, 1.32490], [-0.16456, 3.86818, 2.35190], [-1.05419, 1.65910, 1.40749], [-2.13865, 2.60647, 2.40097], [-3.57081, 3.11821, 0.74251], [-2.32141, 3.34574, -0.44265], [-5.54297, 0.28129, -0.37507], [-5.14668, 1.16087, 1.10909], [-5.53002, 2.03855, -0.38594], [-3.14553, -1.60162, -0.18992], [-1.31896, -0.66672, 0.50822], [-3.72918, 0.06400, 2.45814], [0.07248, -3.47509, -0.46329], [-1.38150, -3.81681, -1.70605], [-1.12150, -3.19652, -3.05205], [-1.34570, -1.26563, -2.97908], [-2.27753, -3.41065, -1.24934], [-1.46918, -4.89792, -1.77965], [-1.84050, -3.55680, -3.78363], [-0.11288, -3.38494, -3.40381], [3.61610, -4.49937, 1.42920], [3.84822, -4.64998, -0.49607], [5.27769, -4.43771, -0.92581], [5.81155, -2.57131, -0.86352], [3.16833, -3.93557, -0.94889], [3.53380, -5.65960, -0.74902], [5.40659, -4.74552, -1.96055], [5.97544, -4.97785, -0.29516]],
  "forces_ev_per_angstrom": [[-0.16, 0.25, 0.04], [-0.23, 0.06, 0.09], [-0.02, -0.21, -0.09], [0.19, 0.03, 0.09], [-0.02, 0.11, 0.11], [-0.25, 0.03, -0.15], [0.08, 0.10, -0.08], [-0.07, 0.03, 0.41], [0.41, -0.13, -0.56], [-0.12, -0.10, -0.11], [-0.27, 0.12, 1.11], [0.08, 0.18, -0.41], [0.18, -0.33, -0.04], [0.16, 0.03, 0.06], [-0.10, -0.08, 0.11], [-0.17, -0.10, -0.15], [0.09, -0.15, -0.12], [0.15, 0.13, -0.16], [0.17, -0.04, -0.11], [0.05, 0.16, 0.05], [0.05, -0.08, 0.13], [-0.10, -0.14, -0.08], [0.01, 0.11, -0.16], [-0.08, 0.17, 0.16], [0.00, 0.12, 0.18], [0.13, -0.12, 0.00], [-0.08, -0.29, 0.17], [-0.08, 0.23, 0.00], [0.07, -0.02, -0.25], [-0.17, -0.11, -0.01], [-0.03, 0.03, 0.16], [-0.14, 0.12, -0.03], [0.09, -0.05, -0.24], [0.21, -0.01, -0.33], [-0.03, -0.07, 0.19], [-0.01, 0.00, 0.06], [0.08, -0.03, 0.06], [-0.03, 0.12, -0.01], [0.03, -0.02, -0.02], [-0.05, -0.05, 0.02], [0.04, -0.01, -0.05], [-0.03, 0.00, 0.01], [0.02, -0.03, -0.02], [0.01, 0.08, -0.09], [0.02, -0.04, 0.07], [-0.01, 0.06, 0.00], [-0.05, 0.00, 0.05], [0.00, 0.01, -0.02], [0.00, -0.02, -0.01], [-0.03, -0.01, -0.01], [0.01, -0.04, 0.01]]
}